{"formula": "C54H135B2F8N9O18Sr", "method": "ωB97M-V/def2-TZVPD", "lumo_energy_ev": 0.36, "e_homo_ev": -8.4, "spin_multiplicity": 1, "elements": ["Sr", "F", "F", "F", "F", "F", "F", "F", "F", "O", "O", "O", "O", "O", "O", "O", "O", "O", "O", "O", "O", "O", "O", "O", "O", "O", "O", "N", "N", "N", "N", "N", "N", "N", "N", "N", "C", "C", "C", "C", "C", "C", "C", "C", "C", "C", "C", "C", "C", "C", "C", "C", "C", "C", "C", "C", "C", "C", "C", "C", "C", "C", "C", "C", "C", "C", "C", "C", "C", "C", "C", "C", "C", "C", "C", "C", "C", "C", "C", "C", "C", "C", "C", "C", "C", "C", "C", "C", "C", "C", "B", "B", "H", "H", "H", "H", "H", "H", "H", "H", "H", "H", "H", "H", "H", "H", "H", "H", "H", "H", "H", "H", "H", "H", "H", "H", "H", "H", "H", "H", "H", "H", "H", "H", "H", "H", "H", "H", "H", "H", "H", "H", "H", "H", "H", "H", "H", "H", "H", "H", "H", "H", "H", "H", "H", "H", "H", "H", "H", "H", "H", "H", "H", "H", "H", "H", "H", "H", "H", "H", "H", "H", "H", "H", "H", "H", "H", "H", "H", "H", "H", "H", "H", "H", "H", "H", "H", "H", "H", "H", "H", "H", "H", "H", "H", "H", "H", "H", "H", "H", "H", "H", "H", "H", "H", "H", "H", "H", "H", "H", "H", "H", "H", "H", "H", "H", "H", "H", "H", "H", "H", "H", "H", "H", "H", "H", "H", "H", "H", "H", "H", "H", "H", "H", "H", "H", "H"], "coordinates": [[21.674, 17.232, 24.670], [22.788, 19.491, 24.052], [24.402, 18.581, 25.167], [24.843, 19.662, 23.304], [18.870, 15.430, 26.734], [18.554, 14.879, 24.522], [20.600, 15.127, 25.371], [23.698, 17.637, 23.288], [19.405, 16.918, 25.090], [23.196, 11.550, 26.234], [21.913, 16.859, 27.221], [20.321, 18.060, 22.602], [16.095, 12.552, 23.595], [15.339, 16.863, 26.573], [19.439, 9.081, 31.799], [14.982, 22.635, 25.193], [16.534, 17.033, 20.391], [18.990, 12.582, 21.213], [19.379, 21.678, 25.341], [23.325, 15.359, 24.825], [11.007, 15.955, 27.416], [22.709, 13.146, 29.686], [20.009, 20.188, 35.742], [18.882, 16.982, 31.770], [18.302, 11.702, 27.476], [14.913, 15.885, 14.180], [26.875, 12.891, 27.015], [20.241, 12.699, 30.991], [18.364, 10.749, 23.895], [15.463, 16.647, 17.811], [13.286, 13.605, 25.645], [21.764, 15.701, 22.468], [20.899, 19.355, 26.051], [19.110, 17.324, 34.826], [15.262, 19.821, 24.374], [25.588, 10.401, 25.685], [16.268, 15.916, 27.069], [18.328, 10.677, 25.357], [19.696, 11.420, 21.767], [14.445, 13.818, 24.751], [21.996, 14.365, 22.995], [12.817, 14.910, 26.087], [23.403, 14.414, 23.770], [18.742, 22.984, 25.302], [24.416, 9.481, 25.764], [14.224, 20.781, 23.944], [19.198, 12.722, 19.807], [16.508, 15.695, 18.313], [21.236, 13.625, 31.599], [10.454, 16.953, 26.544], [19.960, 17.702, 35.999], [19.525, 11.494, 23.375], [19.716, 21.439, 36.316], [26.156, 10.576, 27.005], [20.421, 15.857, 21.907], [14.740, 18.721, 25.243], [13.822, 21.800, 25.005], [24.079, 13.002, 29.317], [20.172, 17.337, 21.401], [18.157, 12.835, 28.281], [19.292, 10.442, 31.280], [19.517, 19.098, 36.536], [18.562, 15.982, 32.768], [18.320, 12.027, 26.104], [27.895, 13.867, 26.905], [24.396, 15.323, 25.760], [20.591, 11.300, 31.332], [19.415, 19.376, 26.054], [21.361, 17.909, 27.980], [22.625, 13.430, 31.090], [19.893, 9.009, 33.149], [15.904, 17.792, 25.631], [15.103, 15.586, 15.545], [21.938, 15.678, 27.963], [22.002, 12.191, 26.625], [18.129, 16.735, 30.629], [23.225, 10.125, 26.556], [18.861, 20.777, 26.343], [16.522, 16.998, 21.838], [15.544, 16.839, 16.337], [14.772, 12.541, 23.999], [19.982, 19.446, 22.464], [27.399, 11.578, 26.960], [19.386, 16.119, 34.066], [16.425, 13.428, 22.542], [16.341, 15.674, 19.833], [14.229, 14.814, 13.571], [11.490, 14.725, 26.876], [21.573, 19.289, 27.373], [14.917, 23.361, 26.448], [23.968, 18.839, 23.923], [19.304, 15.584, 25.434], [17.399, 13.886, 22.713], [18.071, 12.593, 29.340], [22.294, 9.688, 26.194], [20.319, 21.554, 37.217], [18.990, 19.576, 22.031], [15.327, 15.419, 20.144], [21.222, 11.742, 26.011], [19.014, 13.509, 28.296], [17.602, 11.367, 23.653], [20.883, 11.329, 32.382], [13.667, 13.212, 26.494], [24.716, 8.465, 26.017], [17.500, 16.115, 18.143], [18.875, 10.381, 30.275], [20.755, 11.400, 21.510], [14.855, 13.923, 13.524], [23.607, 13.425, 24.178], [22.632, 19.494, 27.214], [21.123, 13.739, 32.677], [21.325, 10.913, 30.624], [16.325, 17.397, 24.705], [10.097, 17.796, 27.134], [28.049, 11.477, 27.829], [17.070, 16.687, 30.882], [15.707, 15.294, 27.766], [17.009, 16.433, 27.678], [11.082, 17.477, 25.823], [21.231, 13.898, 23.615], [14.573, 21.269, 23.034], [9.555, 16.557, 26.071], [18.727, 13.625, 19.417], [19.759, 8.001, 33.541], [16.604, 17.037, 16.178], [14.038, 24.002, 26.513], [28.666, 13.657, 27.646], [13.016, 22.467, 24.698], [17.426, 12.575, 25.806], [18.791, 23.645, 26.168], [15.039, 22.689, 27.297], [19.135, 12.670, 25.771], [14.138, 12.394, 23.124], [20.463, 16.053, 33.915], [20.917, 14.617, 31.282], [20.673, 19.881, 21.741], [18.429, 19.119, 36.582], [20.479, 11.259, 23.847], [19.942, 19.172, 37.538], [13.255, 20.301, 23.812], [18.768, 14.961, 32.449], [23.274, 9.965, 27.633], [14.171, 15.229, 15.984], [18.945, 18.053, 34.147], [24.382, 16.081, 26.544], [15.843, 14.791, 15.637], [17.540, 16.016, 33.144], [17.277, 13.431, 28.040], [22.042, 13.257, 26.400], [21.195, 20.046, 28.061], [25.469, 10.905, 27.784], [17.713, 22.816, 24.982], [15.681, 14.224, 22.502], [14.089, 15.033, 12.513], [16.996, 14.945, 20.309], [18.651, 21.530, 36.531], [21.276, 20.172, 25.591], [12.669, 15.634, 25.286], [14.309, 19.124, 26.160], [21.769, 12.047, 27.680], [24.723, 13.711, 29.838], [25.112, 11.269, 25.484], [16.689, 18.359, 26.132], [24.338, 14.330, 26.205], [19.856, 22.150, 35.502], [19.674, 15.543, 22.636], [22.365, 15.744, 21.658], [10.739, 14.165, 26.319], [13.321, 21.395, 25.884], [24.251, 14.732, 23.163], [22.627, 15.783, 28.802], [16.684, 18.016, 22.193], [16.011, 20.305, 24.848], [16.683, 15.312, 26.262], [19.305, 21.075, 27.292], [18.658, 11.952, 19.256], [13.512, 15.309, 26.826], [20.923, 9.310, 33.339], [18.293, 17.555, 29.929], [13.231, 14.667, 13.983], [19.348, 12.541, 23.625], [22.398, 14.941, 27.304], [25.366, 15.425, 25.273], [19.245, 10.492, 21.415], [20.942, 17.768, 35.532], [19.295, 9.684, 33.761], [20.243, 15.103, 21.140], [28.353, 13.667, 25.936], [17.776, 20.753, 26.241], [28.094, 11.428, 26.133], [20.033, 19.969, 23.418], [19.137, 15.312, 34.756], [17.348, 16.381, 22.192], [19.242, 23.455, 24.457], [24.004, 9.450, 24.756], [20.332, 12.856, 29.997], [17.426, 10.187, 25.723], [15.293, 13.980, 25.417], [20.235, 12.600, 19.496], [24.223, 13.127, 28.244], [16.469, 14.653, 17.996], [18.597, 10.967, 31.935], [16.386, 12.846, 21.621], [14.209, 14.696, 24.150], [18.565, 15.817, 30.236], [20.321, 17.688, 28.223], [19.177, 17.527, 20.999], [21.790, 17.964, 28.980], [24.369, 11.998, 29.627], [27.501, 14.883, 26.890], [15.537, 16.737, 22.226], [26.483, 9.619, 27.413], [23.011, 12.712, 31.814], [15.831, 23.954, 26.475], [14.008, 18.177, 24.646], [14.847, 17.657, 16.154], [19.035, 19.133, 25.061], [19.144, 10.081, 25.764], [19.889, 16.931, 36.767], [22.213, 13.658, 22.195], [23.114, 14.382, 31.296], [18.919, 18.674, 26.724], [11.690, 14.143, 27.775], [21.007, 15.242, 28.324], [20.804, 17.779, 20.631], [14.832, 11.666, 24.645], [15.465, 17.511, 18.333]], "atomic_forces_ev_per_a": [[1.07, 0.49, -0.45], [-2.97, 1.28, -0.06], [0.85, -1.15, 2.83], [1.05, 0.35, -1.26], [0.01, 0.11, 0.30], [-0.72, -0.08, -0.32], [1.71, -1.08, -0.04], [0.22, -0.97, -1.14], [-1.29, 1.15, -0.27], [0.95, -0.97, 0.39], [-0.56, 0.93, -0.03], [-0.34, 1.28, 0.62], [1.87, 0.25, -0.29], [0.35, 0.34, -1.12], [0.63, 0.68, -0.35], [-0.78, -0.10, 1.87], [0.30, -1.37, 0.13], [1.29, -0.71, -0.31], [-0.29, 0.39, 0.80], [-0.42, 0.70, 0.69], [0.03, 0.91, -0.42], [-0.05, 0.39, 1.21], [-0.30, -1.40, -0.07], [0.04, -0.41, 2.40], [0.29, 0.33, 0.11], [-0.22, 0.04, 0.17], [-0.65, 0.42, -0.09], [0.72, 0.02, 1.28], [0.70, -0.04, 0.02], [0.05, -2.48, -1.00], [-0.04, 0.57, -0.79], [-1.06, -0.20, -0.21], [-0.33, -0.44, 0.75], [-1.52, 0.33, 0.14], [-0.99, -0.75, 0.03], [-1.04, -0.83, 0.61], [-0.79, 0.46, 0.30], [0.10, 0.55, 0.53], [-1.25, 0.77, 1.96], [-0.55, -0.95, 1.32], [3.05, -0.54, 0.59], [-1.44, -0.28, 1.61], [-1.29, 0.00, 0.12], [0.24, -1.26, -1.42], [-0.45, 1.62, -0.75], [-0.32, -0.15, 1.21], [-0.74, -0.89, 0.02], [-0.97, 2.06, 1.88], [-2.29, 1.04, -1.94], [-0.64, -0.33, 0.55], [-0.92, 1.00, -2.69], [-0.14, 0.41, -1.45], [-0.46, -0.43, -0.73], [2.26, 0.68, 0.25], [-0.61, 0.33, -1.33], [1.33, 0.94, -0.52], [0.75, 1.35, -0.85], [-0.15, -0.44, 0.21], [-0.20, -1.11, 1.16], [-0.03, 0.57, 1.09], [0.76, -0.42, 1.16], [0.90, -0.77, -0.33], [1.15, 0.33, 1.43], [-0.24, -0.69, -0.87], [0.15, -1.13, -0.94], [0.46, -1.13, -0.31], [-1.66, 0.03, -0.62], [-0.17, 1.66, -0.45], [-0.01, 0.92, 1.14], [0.25, 0.47, 0.80], [-0.61, 0.53, -0.10], [-1.43, 0.35, 0.64], [0.12, 0.74, 0.72], [1.38, -1.46, -0.09], [-0.43, -0.63, -0.46], [0.43, 0.00, -0.34], [0.32, 0.36, -0.38], [1.28, 0.09, -0.86], [0.17, 0.78, -1.12], [-0.06, -0.47, 1.42], [0.15, 0.10, -0.10], [0.32, -0.21, -0.62], [-1.30, -0.59, 0.99], [0.53, 0.62, 0.80], [-0.68, 0.13, 0.00], [-0.31, 1.24, 0.74], [0.28, 0.31, -1.25], [0.53, 0.70, -0.07], [-0.91, -0.78, -0.86], [1.18, -0.42, -1.01], [1.44, 0.91, -0.75], [-0.69, -1.07, 0.69], [-0.03, -0.30, -0.09], [-0.23, -0.72, -0.07], [-0.16, -0.17, 0.05], [0.01, 0.60, -0.01], [-0.32, -0.23, 0.16], [-0.24, -0.34, -0.38], [-0.55, 0.16, 0.18], [0.30, 0.11, -0.69], [-0.61, -0.36, -0.16], [0.57, -0.25, -0.18], [-0.08, -0.61, 0.01], [-0.20, 0.16, 0.49], [0.43, -0.18, -0.39], [0.11, -0.22, 0.07], [0.10, 0.40, -0.17], [-0.16, -0.41, 0.63], [0.06, -0.22, 0.07], [0.05, -0.15, -0.05], [0.42, -0.78, 0.17], [0.42, -0.26, 0.43], [0.09, -0.74, 0.11], [0.04, -0.30, 0.64], [-0.07, -0.44, 0.52], [-0.17, -0.32, -0.29], [-0.08, -0.24, -0.09], [0.43, -0.12, -0.28], [0.65, -0.76, -0.28], [-0.08, 0.68, 0.01], [-0.28, 0.11, 0.06], [0.07, -0.12, -0.44], [0.43, 0.43, 0.49], [-0.07, -0.03, -0.37], [-0.03, 0.58, -1.00], [-0.08, -0.10, 0.06], [0.05, 0.53, 0.38], [-0.17, 0.11, -0.88], [-0.36, 0.13, 0.14], [0.26, -0.48, 0.39], [-0.58, -0.23, 0.09], [0.48, 0.04, 0.54], [-0.47, -0.26, 0.11], [0.42, -0.26, -0.60], [-0.22, 0.26, -0.30], [0.23, 0.31, 0.14], [-0.14, 0.08, 0.08], [-0.07, -0.60, 0.09], [-0.10, 0.22, 0.31], [0.27, -0.73, -0.80], [-0.08, -0.04, -0.71], [0.06, 0.23, 0.20], [-0.20, -0.07, 0.13], [0.39, 0.60, 0.46], [-0.73, 0.19, -0.38], [0.18, -0.19, 0.09], [-0.47, 0.34, -0.65], [-0.13, 0.04, -0.36], [0.25, -0.15, -0.09], [-0.08, 0.01, 0.28], [-0.25, 0.61, -0.10], [-0.31, 0.23, 0.29], [0.00, 0.18, -0.20], [-0.04, 0.48, -0.01], [0.44, 0.14, 0.09], [-0.21, -0.14, 0.46], [-0.32, 0.14, -0.43], [0.14, -0.22, -0.18], [-0.37, -0.20, 0.12], [0.04, 0.00, 0.13], [-0.04, 0.21, 0.04], [0.32, 0.52, -0.36], [0.23, 0.20, 0.08], [0.42, -0.11, 0.38], [0.65, 0.32, 0.44], [-0.05, 0.65, 0.34], [0.56, 0.59, 0.16], [-0.18, 0.22, -0.37], [1.02, -0.59, 0.67], [-0.14, -0.16, -0.60], [-0.04, 0.13, 0.30], [0.14, 0.12, -0.17], [-0.01, 0.25, 0.05], [0.20, 0.12, 0.23], [-0.83, 0.35, 0.49], [-0.12, -0.52, 0.06], [0.10, 0.60, -0.26], [0.30, -0.09, -0.49], [0.00, -0.01, -0.04], [0.10, -0.31, 0.35], [0.36, 0.46, -0.33], [-0.19, -0.02, 0.18], [0.05, -0.01, -0.30], [-0.16, -0.02, -0.11], [0.76, 0.09, 0.95], [-0.28, 0.09, 0.23], [0.08, 0.11, -0.66], [0.41, 0.43, -0.27], [-0.19, 0.16, 0.67], [-0.46, -0.08, -0.66], [0.17, -0.22, -0.13], [-0.16, -0.61, -0.39], [-0.24, -0.31, 0.29], [0.01, 0.27, 0.18], [0.28, -0.27, -0.26], [-0.11, -0.25, -0.20], [-0.16, -0.27, -0.46], [0.47, 0.57, -0.47], [0.26, 0.45, 0.21], [-0.28, -0.11, 0.04], [-0.44, 0.24, -0.55], [-0.35, 0.08, -0.05], [0.25, 0.27, -0.30], [0.38, -0.19, -0.25], [-0.76, -0.34, -0.72], [-0.43, 0.06, -0.49], [-0.46, -0.59, 0.12], [0.60, -0.30, 0.17], [0.40, -0.13, -0.17], [-0.10, -0.23, 0.43], [-0.01, -0.57, 0.02], [0.38, -0.26, -0.38], [1.02, -0.78, -0.83], [-0.18, 0.36, -0.14], [-0.13, -0.08, 0.24], [0.43, 0.13, -0.61], [0.25, -0.23, -0.03], [0.30, -0.07, -0.24], [0.05, 0.11, -0.01], [-0.26, -0.26, -0.34], [0.55, 0.04, -0.06], [0.59, -0.14, 0.19], [0.11, -0.16, -0.02], [-0.46, 0.58, -0.22], [0.81, -0.55, -0.06], [-1.16, 0.06, 0.28], [0.35, -0.08, -0.08]]}